DFT (the ωB97M-V functional and the def2-TZVPD basis) results for a single C6H7Cl molecule in a non-equilibrium geometry.

Each atom is followed by the atoms it is bonded to, with distances in Å.
Positions of all 14 atoms, in Å:
1 C -1.4716 0.6371 -0.4891  C2 1.499, H8 1.073, H9 1.153, H10 1.129
2 C -0.1490 0.1200 -0.0097  C1 1.499, C3 1.391, C7 1.472
3 C 0.9960 0.9067 0.0520  C2 1.391, C4 1.468, H11 1.079
4 C 2.1747 0.0461 0.2087  C3 1.468, Cl5 2.042, C6 1.522, H12 1.132
5 Cl 4.0820 0.2453 -0.4927  C4 2.042
6 C 1.6389 -1.3627 -0.0008  C4 1.522, C7 1.341, H13 1.060
7 C 0.3021 -1.2794 -0.0698  C2 1.472, C6 1.341, H14 1.052
8 H -2.3371 0.1325 -0.1060  C1 1.073
9 H -1.5429 0.6714 -1.6396  C1 1.153
10 H -1.4167 1.7039 -0.1231  C1 1.129
11 H 0.9816 1.9850 0.0068  C3 1.079
12 H 2.6511 0.1003 1.2341  C4 1.132
13 H 2.3693 -2.0917 -0.2445  C6 1.060
14 H -0.3903 -2.0648 -0.1738  C7 1.052

The value obtained for the LUMO energy is -0.46 eV. Its total energy is -692.9345 Eh. As for the energy above the lowest of the compared OMol25 structures with the same formula, charge and spin: 31.20 kcal/mol. The net charge is 0. Its spin multiplicity is 1. As for the structure (SMILES): CC1=C[C@H](Cl)C=C1.